Entry 1:
A cluster of 10 separate species, C35H92F24N5O5P5 in total in a non-equilibrium geometry, computed with ωB97M-V/def2-TZVPD.

Values from the calculation:
Total charge ... +2
2S+1 ... 1
Strongest force on any atom ... 0.085 hartree/bohr
Highest occupied orbital energy ... -14.182 eV
Total energy ... -167147.037 eV

Last column: Löwdin charge in e.
Positions of all 166 atoms, in Å:
C1 2.9264 -0.5419 -2.1308  -0.10
C2 3.0846 -0.6091 -0.6167  -0.24
C3 2.3630 0.5432 0.1550  -0.20
C4 2.4240 0.1977 1.6913  -0.24
P1 1.8907 1.4067 2.9754  1.05
C5 2.7695 3.0068 2.8554  -0.24
C6 4.2766 2.8502 2.5889  -0.26
C7 4.9009 4.2331 2.3881  -0.24
C8 6.4214 4.1660 2.4133  -0.10
C9 1.8943 0.5044 4.5362  -0.26
C10 3.2778 -0.0123 5.0242  -0.24
C11 3.5242 0.1780 6.5166  -0.25
C12 4.8801 -0.4190 6.9749  -0.09
C13 0.0987 1.7856 2.6660  -0.27
C14 -0.6975 0.5308 2.2538  -0.25
C15 -2.2051 0.8373 2.4170  -0.25
C16 -3.0265 -0.3457 1.9197  -0.11
H1 2.0056 -0.1062 -2.5234  0.05
H2 3.0075 -1.5619 -2.5026  0.08
H3 3.7547 0.0258 -2.5557  0.05
H4 4.1260 -0.4639 -0.3241  0.09
H5 2.7669 -1.6100 -0.3272  0.12
H6 1.3182 0.3903 -0.1215  0.09
H7 2.8021 1.5031 -0.1062  0.09
H8 3.5070 0.1570 1.8416  0.07
H9 1.8586 -0.7187 1.8410  0.10
H10 2.3901 3.5773 3.7067  0.11
H11 2.3456 3.5434 2.0011  0.10
H12 4.4805 2.1710 1.7577  0.08
H13 4.8369 2.3690 3.3942  0.09
H14 4.4293 4.7954 3.1986  0.11
H15 4.5000 4.7249 1.4968  0.10
H16 6.7846 5.1295 2.7790  0.08
H17 6.9206 3.9320 1.4726  0.05
H18 6.7198 3.4081 3.1401  0.06
H19 1.1148 -0.2515 4.3999  0.09
H20 1.4382 1.0322 5.3800  0.10
H21 4.0147 0.5359 4.4309  0.07
H22 3.4675 -1.0589 4.7820  0.12
H23 2.7285 -0.2763 7.1140  0.11
H24 3.4260 1.2410 6.7540  0.11
H25 5.6431 0.2224 6.5294  0.05
H26 5.0804 -1.4051 6.5557  0.08
H27 5.0267 -0.4702 8.0511  0.07
H28 -0.0518 2.5152 1.8668  0.10
H29 -0.3094 2.2939 3.5439  0.10
H30 -0.3560 -0.3015 2.8687  0.10
H31 -0.4542 0.4085 1.1986  0.10
H32 -2.4559 1.7409 1.8606  0.11
H33 -2.4192 0.9698 3.4781  0.11
H34 -2.6354 -0.8154 1.0189  0.07
H35 -4.0810 -0.0751 1.8559  0.08
H36 -3.0467 -1.1264 2.6851  0.08
C17 11.3965 -0.4078 5.0066  -0.01
C18 11.2372 0.7419 3.9945  -0.30
C19 10.6441 1.9669 4.6683  -0.19
O1 10.8088 3.1467 3.8931  -0.17
C20 9.5991 3.5672 3.2949  -0.11
N1 12.6551 1.1211 3.6269  0.23
H37 13.1686 1.1208 4.5084  0.16
H38 13.1141 0.4488 3.0109  0.17
H39 12.6779 2.0637 3.2332  0.16
H40 10.4701 -0.6377 5.5348  0.10
H41 12.0492 -0.0063 5.7866  0.09
H42 11.7216 -1.3800 4.6411  0.10
H43 10.5994 0.6117 3.1215  0.14
H44 11.2277 2.1862 5.5754  0.14
H45 9.6564 1.9282 5.1287  0.15
H46 9.2961 3.0328 2.3931  0.06
H47 9.6029 4.6107 2.9639  0.09
H48 8.8002 3.6129 4.0385  0.09
C21 4.8671 3.5558 -7.6336  -0.03
C22 3.5952 3.1542 -6.8352  -0.27
C23 3.9338 2.0407 -5.7699  -0.16
O2 3.0412 2.0476 -4.6639  -0.22
C24 1.8449 1.2921 -4.9464  -0.07
N2 3.1200 4.4065 -6.1605  0.23
H49 2.2864 4.1758 -5.6035  0.14
H50 3.7503 4.8334 -5.4836  0.14
H51 2.8969 5.0631 -6.9064  0.18
H52 5.5863 4.2036 -7.1307  0.08
H53 4.4720 4.0234 -8.5345  0.09
H54 5.4429 2.6481 -7.8121  0.10
H55 2.8169 2.6540 -7.4068  0.16
H56 4.9105 2.2466 -5.3267  0.12
H57 3.8597 1.0188 -6.1438  0.14
H58 1.1561 1.7760 -5.6453  0.09
H59 1.2023 1.0663 -4.0972  0.08
H60 2.0985 0.3096 -5.3509  0.10
C25 5.0696 8.1251 -2.0244  -0.05
C26 6.4290 7.5093 -2.3382  -0.23
C27 7.1292 7.1570 -1.0012  -0.15
O3 8.3525 6.5337 -1.3854  -0.23
C28 9.2679 6.3695 -0.3181  -0.09
N3 6.2897 6.1991 -3.1431  0.24
H61 5.4114 5.7280 -2.9062  0.11
H62 6.1616 6.2409 -4.1555  0.16
H63 7.1302 5.6249 -3.0439  0.13
H64 4.3711 7.9512 -1.2024  0.10
H65 4.4041 8.0398 -2.8869  0.07
H66 5.1080 9.2079 -1.8642  0.10
H67 7.0549 8.1426 -2.9592  0.16
H68 6.5408 6.4468 -0.4158  0.14
H69 7.4327 8.0383 -0.4341  0.15
H70 10.0442 5.6122 -0.4376  0.09
H71 8.7079 6.0614 0.5679  0.08
H72 9.8574 7.2520 -0.0533  0.10
C29 10.4461 -0.2108 -3.8387  -0.03
C30 11.5532 0.8070 -4.0327  -0.26
C31 11.0997 2.2193 -4.2902  -0.15
O4 10.4889 2.7439 -3.0836  -0.20
C32 9.9402 4.0479 -3.3495  -0.09
N4 12.4011 0.7495 -2.7181  0.22
H73 13.0651 -0.0207 -2.6394  0.16
H74 12.9121 1.6283 -2.6849  0.16
H75 11.7405 0.6528 -1.9361  0.10
H76 9.6910 -0.1358 -4.6194  0.09
H77 9.9878 0.0347 -2.8796  0.05
H78 10.7580 -1.2505 -3.7521  0.10
H79 12.3687 0.5542 -4.7125  0.15
H80 10.3141 2.2512 -5.0444  0.14
H81 11.9492 2.8874 -4.4507  0.13
H82 9.5056 4.5945 -2.5149  0.05
H83 9.0672 3.9086 -4.0016  0.08
H84 10.6163 4.6923 -3.9136  0.10
C33 5.5711 2.4369 -2.3676  0.04
C34 6.8105 2.6235 -1.5097  -0.34
O5 7.4195 3.6441 -1.4265  0.10
N5 7.3777 1.4164 -0.8136  0.15
H85 6.7290 1.1243 -0.0720  0.15
H86 7.6249 0.6716 -1.4796  0.13
C35 8.6833 1.8198 -0.0870  0.03
H87 5.4298 3.2250 -3.1057  0.05
H88 4.7277 2.5076 -1.6806  0.09
H89 5.6172 1.6045 -3.0719  0.07
H90 9.1258 0.8891 0.2551  0.08
H91 8.3194 2.4361 0.7288  0.05
H92 9.2653 2.4016 -0.7942  0.08
P2 6.9033 0.0486 2.8632  0.24
F1 7.2942 -0.3905 1.3164  -0.18
F2 5.9206 -1.2128 2.9293  -0.13
F3 8.1495 -0.8457 3.3999  -0.14
F4 6.4686 0.5116 4.3532  -0.14
F5 7.8177 1.3711 2.7114  -0.17
F6 5.6908 0.8727 2.0875  -0.23
P3 6.8573 -1.6918 -3.1618  0.18
F7 7.3125 -2.9116 -2.2043  -0.13
F8 5.7429 -1.3581 -1.9667  -0.19
F9 7.9222 -0.7312 -2.4059  -0.19
F10 6.4179 -0.3303 -3.9158  -0.18
F11 7.9535 -2.0173 -4.2701  -0.12
F12 5.7686 -2.5897 -3.9421  -0.14
P4 2.3786 4.9242 -2.4286  0.19
F13 1.0242 5.2117 -1.6189  -0.12
F14 2.6100 6.5437 -2.6225  -0.18
F15 3.1491 5.1114 -1.0140  -0.17
F16 3.8397 4.7253 -3.1885  -0.22
F17 2.3289 3.3416 -2.2310  -0.12
F18 1.5696 4.8248 -3.8240  -0.14
P5 11.0817 -1.5183 -0.0481  0.23
F19 11.5467 -0.6841 1.2476  -0.16
F20 9.5588 -1.8065 0.4463  -0.14
F21 10.5946 -0.0967 -0.6860  -0.21
F22 10.5782 -2.3134 -1.3762  -0.15
F23 12.5815 -1.3454 -0.7154  -0.18
F24 11.5965 -2.8493 0.7650  -0.16

Atoms 1-6, force components in eV/Å:
C 0.593 0.067 -0.239
C 0.038 1.220 0.429
C -1.045 -2.036 0.605
C 0.878 1.629 -0.737
P -1.789 0.176 -1.463
C -0.080 -1.006 -0.384

Entry 2:
A cluster of 10 separate species, C35H97N8O10 in total in a non-equilibrium geometry, computed with ωB97M-V/def2-TZVPD.

Values from the calculation:
Total charge ... -1
2S+1 ... 1
Strongest force on any atom ... 0.039 hartree/bohr
ΔE to the lowest compared entry with this formula, charge and spin ... 0.00 kcal/mol
Highest occupied orbital energy ... -3.980 eV
Total energy ... -70259.220 eV

Last column: Löwdin charge in e.
Positions of all 150 atoms, in Å:
C1 -15.9182 16.6329 1.5985  -0.40
O1 -17.0855 17.3245 1.5958  -0.34
H1 -16.0315 15.5232 1.4764  0.06
H2 -15.1936 16.9017 0.7880  0.06
H3 -15.3270 16.7218 2.5424  0.00
C2 -20.1437 13.5953 1.0589  -0.07
C3 -20.4732 14.8084 0.2232  -0.40
C4 -21.3599 14.4709 -0.9826  -0.23
O2 -21.9375 15.6187 -1.5366  -0.18
C5 -22.4838 15.3630 -2.8059  -0.11
N1 -21.2099 15.7599 1.0941  0.06
H4 -20.9947 13.1717 1.6085  0.08
H5 -19.4365 13.8707 1.8415  0.06
H6 -19.7021 12.7505 0.5191  0.08
H7 -19.5423 15.2782 -0.1029  0.13
H8 -22.0772 13.7100 -0.6349  0.13
H9 -20.7770 13.9652 -1.7678  0.11
H10 -21.7223 15.0635 -3.5350  0.07
H11 -23.0306 16.2439 -3.1327  0.09
H12 -23.1960 14.5254 -2.7494  0.09
H13 -21.8613 15.2182 1.6622  0.07
H14 -21.8284 16.2998 0.4950  0.07
C6 -11.6139 16.5272 -4.5183  -0.07
C7 -13.1129 16.3140 -4.7301  -0.42
C8 -13.7706 15.3862 -3.7180  -0.21
O3 -13.3008 15.7152 -2.4218  -0.18
C9 -14.0855 15.0771 -1.4466  -0.11
N2 -13.7050 17.6720 -4.6559  0.03
H15 -11.0766 15.5744 -4.5321  0.08
H16 -11.4544 17.0025 -3.5507  0.07
H17 -11.1849 17.1591 -5.2927  0.07
H18 -13.2653 15.9235 -5.7409  0.13
H19 -13.4710 14.3438 -3.9128  0.13
H20 -14.8581 15.4659 -3.8138  0.11
H21 -15.1396 15.3559 -1.4127  0.06
H22 -13.6873 15.2780 -0.4523  0.08
H23 -14.0462 13.9845 -1.5724  0.09
H24 -13.5936 17.9357 -3.6773  0.07
H25 -14.7050 17.6474 -4.8312  0.05
C10 -21.2656 14.5191 5.4155  -0.06
C11 -19.8220 14.7642 5.0363  -0.42
C12 -19.0446 13.5022 4.6915  -0.24
O4 -17.7629 13.8365 4.2536  -0.17
C13 -17.0918 12.7748 3.6541  -0.11
N3 -19.6664 15.8381 4.0094  0.08
H26 -21.8408 15.4054 5.6741  0.06
H27 -21.2995 13.9634 6.3628  0.08
H28 -21.7635 13.9085 4.6579  0.07
H29 -19.3201 15.2619 5.8807  0.13
H30 -19.5716 12.9017 3.9324  0.11
H31 -19.0354 12.7986 5.5428  0.13
H32 -16.9028 11.9406 4.3491  0.09
H33 -16.1294 13.0856 3.2566  0.07
H34 -17.6552 12.3218 2.8256  0.08
H35 -18.6660 15.8393 3.8221  0.07
H36 -20.0781 15.5390 3.1229  0.04
C14 -16.4474 21.4929 0.6978  -0.06
C15 -17.6645 20.8088 1.3544  -0.42
C16 -18.3162 21.7794 2.3282  -0.22
O5 -19.2846 21.1402 3.1335  -0.16
C17 -19.7582 22.0652 4.0635  -0.14
N4 -18.6117 20.3766 0.3408  0.07
H37 -15.6892 21.7652 1.4370  0.06
H38 -16.8303 22.4136 0.2343  0.07
H39 -16.0618 20.9073 -0.1343  0.06
H40 -17.3185 19.9211 1.8881  0.11
H41 -18.8524 22.5425 1.7318  0.12
H42 -17.5773 22.3380 2.9178  0.12
H43 -20.4678 21.5775 4.7317  0.07
H44 -20.3254 22.8652 3.5659  0.08
H45 -18.9619 22.5074 4.6739  0.09
H46 -18.2271 19.8165 -0.4123  0.04
H47 -19.0124 21.2011 -0.1045  0.06
C18 -19.2652 16.5042 -5.6146  -0.06
C19 -18.2107 15.5255 -5.1091  -0.45
C20 -18.2351 15.3435 -3.6029  -0.20
O6 -17.1933 14.4631 -3.2415  -0.20
C21 -17.3647 13.9777 -1.9122  -0.08
N5 -18.2516 14.2460 -5.8257  0.04
H48 -19.2756 17.3663 -4.9390  0.07
H49 -20.2938 16.1527 -5.6674  0.07
H50 -18.9151 16.8643 -6.5841  0.07
H51 -17.2448 16.0272 -5.2933  0.13
H52 -19.2151 14.9875 -3.2620  0.12
H53 -18.0719 16.3287 -3.1505  0.11
H54 -17.3014 14.7927 -1.1901  0.09
H55 -16.5821 13.2309 -1.7723  0.08
H56 -18.3056 13.4158 -1.8958  0.08
H57 -17.5788 13.6418 -5.3648  0.06
H58 -18.0050 14.4025 -6.7936  0.06
C22 -20.6458 18.3668 7.9061  -0.08
C23 -20.3703 18.9438 6.5172  -0.42
C24 -18.8729 18.9452 6.2220  -0.22
O7 -18.5705 19.0220 4.8475  -0.17
C25 -17.1908 19.1366 4.7036  -0.14
N6 -21.0333 18.1348 5.4862  0.05
H59 -20.4037 19.1080 8.6889  0.07
H60 -20.0428 17.4927 8.1553  0.07
H61 -21.7049 18.1818 8.0914  0.07
H62 -20.7750 19.9540 6.4112  0.12
H63 -18.4312 17.9892 6.5483  0.12
H64 -18.3821 19.7502 6.7898  0.13
H65 -16.8202 20.1104 5.0508  0.09
H66 -16.9179 18.9417 3.6644  0.06
H67 -16.6243 18.3500 5.2295  0.07
H68 -20.6807 17.1826 5.4504  0.02
H69 -21.9986 17.9796 5.7789  0.06
C26 -12.5680 16.3422 3.4596  -0.07
C27 -13.3442 17.1857 4.4828  -0.39
C28 -13.7432 18.4906 3.8163  -0.22
O8 -12.5684 19.1758 3.4231  -0.17
C29 -12.8877 20.2711 2.6152  -0.13
N7 -14.5882 16.4491 4.8087  0.04
H70 -12.4447 15.3566 3.9216  0.07
H71 -11.5410 16.6940 3.3133  0.08
H72 -13.0698 16.2754 2.4977  0.07
H73 -12.7855 17.3169 5.4094  0.13
H74 -14.2666 19.1186 4.5537  0.13
H75 -14.4754 18.2758 3.0276  0.11
H76 -13.4781 19.9862 1.7317  0.09
H77 -12.0014 20.7699 2.2142  0.08
H78 -13.4606 21.0681 3.1152  0.08
H79 -14.4379 15.4500 4.7627  0.05
H80 -15.3180 16.6304 4.1243  0.03
C30 -16.0173 10.1933 0.0849  -0.06
C31 -14.6060 10.7023 -0.2092  -0.44
C32 -14.0055 11.3848 1.0198  -0.23
O9 -14.5852 12.6319 1.2742  -0.18
C33 -13.7029 13.5178 1.9257  -0.13
N8 -13.7866 9.5537 -0.6525  0.03
H81 -16.6353 11.0791 0.2604  0.07
H82 -15.9765 9.5778 0.9875  0.08
H83 -16.4750 9.6539 -0.7407  0.08
H84 -14.7015 11.4267 -1.0239  0.13
H85 -12.9076 11.3866 0.9701  0.12
H86 -14.1966 10.6976 1.8672  0.13
H87 -13.4170 13.2384 2.9481  0.09
H88 -14.2125 14.4779 2.0259  0.05
H89 -12.8104 13.6983 1.3151  0.09
H90 -13.8643 8.8542 0.0881  0.07
H91 -12.8102 9.8461 -0.5827  0.06
C34 -16.5307 18.9432 -3.0365  -0.07
C35 -16.1834 18.1750 -1.7699  -0.34
O10 -17.3666 17.7875 -1.1124  -0.12
H92 -16.9549 19.9327 -2.8631  0.07
H93 -17.2707 18.3447 -3.5715  0.06
H94 -15.6095 19.0662 -3.6107  0.05
H95 -15.4971 18.7332 -1.1213  0.11
H96 -15.6510 17.2554 -2.0648  0.08
H97 -17.1916 17.6583 -0.1329  0.04

Atoms 1-6, force components in eV/Å:
C -0.177 -0.264 0.087
O 0.476 0.197 -0.615
H -0.108 -0.080 -0.032
H 0.128 0.120 -0.002
H -0.171 -0.069 -0.639
C 0.427 -0.708 0.429